Formula: C37H40Br2MnN4OP2S2
Source: the OMol25 dataset
Level of theory: ωB97M-V/def2-TZVPD

Positions of all 89 atoms, in Å:
H 4.042 0.247 0.272
C 3.589 1.225 0.370
S 1.491 -1.468 3.339
N 0.866 2.282 -3.754
C -0.342 0.323 4.509
H 5.106 -3.565 -1.543
C -1.567 1.811 3.020
H -2.594 -4.403 1.556
H -4.545 3.494 3.570
H 0.618 3.063 -4.336
H 1.429 -4.264 -0.803
C 0.024 0.246 2.111
C -2.376 -0.647 -0.617
H -3.209 -4.471 -4.712
C -2.077 -5.119 -1.598
C 4.373 -3.121 -0.878
H -3.343 -1.002 -0.978
H 0.452 2.184 -2.829
C -1.256 1.333 4.305
H -2.267 -2.298 -4.178
H -2.177 -1.070 0.368
N 2.400 1.376 -0.165
C 1.568 -1.281 1.618
H 4.159 4.309 1.654
H -3.470 2.205 1.035
H -3.768 3.917 1.361
H -0.123 -0.031 5.507
C 3.432 -2.893 1.300
C 3.667 3.493 1.142
P -0.630 -3.634 0.320
C -0.917 1.260 1.927
C -2.209 -3.077 -3.434
C 3.456 -2.208 -1.382
H -2.662 -0.283 -3.411
N 1.994 1.297 -5.496
C -1.897 4.252 3.335
H 1.938 2.144 -6.034
H 0.470 -5.710 -0.389
H -1.010 4.458 2.732
C 1.805 2.600 -0.089
C 4.252 2.264 1.048
H 5.083 -4.188 0.856
C -1.520 -3.884 -1.274
C 1.553 1.240 -4.221
H -1.588 4.188 4.379
C -0.013 3.960 -0.850
C 2.474 -1.595 -0.585
Br -1.546 4.195 -1.940
H 5.223 2.072 1.483
C -1.589 -0.177 -3.242
O 0.009 1.620 -1.265
H 0.064 6.034 -0.283
Br 2.438 6.471 1.361
H -1.091 -4.654 2.443
C -2.692 -5.342 -2.818
H -2.585 5.095 3.234
H -1.381 0.868 -3.026
C 0.532 2.691 -0.749
H -1.114 1.596 0.921
H 2.614 0.571 -5.807
H -2.022 -5.934 -0.888
C -3.023 3.122 1.425
H -4.291 1.747 3.450
Mn 1.101 -0.102 -0.930
H 3.414 -3.145 2.356
C 0.295 -0.219 3.400
H -1.037 -0.475 -4.133
C 0.803 -4.730 -0.040
C 0.558 5.074 -0.212
C -2.746 -4.316 -3.746
H -3.598 2.661 4.794
H 1.410 -4.849 0.858
H -1.742 1.767 5.169
P -1.033 -1.117 -1.777
H -1.550 -5.792 1.172
N 0.762 -0.388 1.113
C 1.721 4.948 0.489
S 1.867 -0.131 -3.294
H 3.518 -1.971 -2.437
C 2.407 3.706 0.540
C 4.368 -3.475 0.469
H -2.193 3.401 0.779
H -2.394 0.440 -0.540
H -3.115 -6.312 -3.043
C -2.573 2.952 2.874
C -3.820 2.692 3.728
C -1.607 -2.830 -2.198
C 2.518 -1.981 0.770
C -1.561 -4.741 1.461

Computed properties:
* spin multiplicity: 2
* DFT total energy: -9506.43101 Eh
* net charge: 0
* HOMO level (alpha / beta): -7.41 / -6.94 eV

Formula: C10H15N4
Source: the OMol25 dataset
Level of theory: ωB97M-V/def2-TZVPD

Positions of all 29 atoms, in Å:
N 0.447 -2.151 -0.072
H -3.383 -2.281 0.272
N -1.788 -1.123 0.139
H 1.031 1.850 -1.785
H 3.576 0.334 -0.959
H 3.584 -2.079 0.469
H 0.278 2.868 -0.516
H 2.488 -3.277 -0.131
H -3.025 1.701 -0.485
C -0.795 -2.112 -0.113
H -0.774 2.060 1.678
H 0.938 1.758 1.846
C 0.019 0.818 -0.017
N -2.762 0.795 -0.262
H -0.078 0.306 2.148
C 2.920 0.854 -0.240
C -3.741 -0.141 -0.057
C -1.600 0.223 -0.077
C 1.621 -1.460 0.004
H -1.318 -3.106 -0.122
H 3.502 0.973 0.759
C 1.782 -0.123 -0.135
C -0.030 1.268 1.436
H 2.746 1.872 -0.676
C 0.135 1.918 -1.109
H -0.719 1.883 -1.826
N 2.784 -2.282 -0.028
H -4.713 0.000 -0.210
C -3.124 -1.346 0.069

Computed properties:
* DFT total energy: -608.66063 Eh
* net charge: +1
* HOMO level: -11.43 eV

Formula: C18H38FNO6Si
Source: the OMol25 dataset
Level of theory: ωB97M-V/def2-TZVPD

Positions of all 65 atoms, in Å:
C -9.063 -0.268 2.035
H -0.789 1.969 -4.397
H -2.694 0.584 -1.351
N 0.590 1.502 -2.287
H -8.456 -0.315 -0.043
H 3.082 0.424 -1.396
C 7.320 -0.335 2.228
H -0.077 -1.044 -1.888
H -5.254 0.159 2.008
O 1.602 -1.380 0.612
H 9.000 -0.066 0.835
H -9.970 -0.402 2.624
C -6.225 -0.084 1.587
H 5.543 -0.926 -0.728
H 2.921 -2.096 2.862
H 5.902 1.423 -0.097
H -10.086 0.305 0.238
H 3.166 1.473 -2.824
H 9.394 -0.627 2.477
C -2.181 2.553 -2.108
H 7.634 1.169 0.022
H -8.677 0.727 2.258
H 0.118 -0.884 -3.638
O -8.176 -1.277 2.534
O -6.159 -2.025 2.955
C -9.356 -0.439 0.560
H -4.966 0.540 -2.690
H 1.856 0.296 2.786
H 1.374 -1.710 -2.674
C 6.667 0.670 0.087
H -0.250 -1.428 1.368
H -2.697 0.671 -3.099
C 1.294 0.473 -2.492
H 3.256 -0.320 -2.978
C 3.579 -1.821 2.043
C -2.961 1.231 -2.193
O 6.396 0.246 1.435
C 2.798 0.517 -2.450
H 0.147 0.191 3.223
H 4.380 -2.549 1.951
C 0.655 -0.890 -2.682
C 0.750 -1.259 1.764
C -6.829 -1.185 2.420
H -9.765 -1.431 0.370
H -2.790 3.390 -2.470
H -1.935 2.767 -1.060
Si -0.553 2.501 -3.022
O 7.012 -0.599 3.359
H 0.621 0.882 1.663
F -4.941 1.369 -0.858
H -6.822 0.819 1.509
H 7.282 -1.246 -0.720
H 4.038 -0.857 2.274
H -4.805 2.308 -2.623
O 3.521 -1.823 -0.330
C -4.469 1.367 -2.179
H 6.613 -0.126 -1.912
C 6.523 -0.481 -0.885
C 2.908 -1.703 0.700
H -0.054 3.895 -3.155
H 8.635 -1.722 1.323
H 0.957 -2.058 2.475
C 0.855 0.110 2.397
H -6.062 -0.466 0.579
C 8.675 -0.686 1.665

Computed properties:
* DFT total energy: -1604.20140 Eh
* net charge: 0
* HOMO level: -8.34 eV
* SMILES: CC(C)=N[SiH2]CCCF.CCOC(C)=O.CCOC(C)=O.CCOC(C)=O

Formula: Br4Li3
Source: the OMol25 dataset
Level of theory: ωB97M-V/def2-TZVPD

Positions of all 7 atoms, in Å:
Br 0.820 0.288 -1.864
Li -0.034 -0.005 0.046
Li -1.387 -0.344 -1.867
Br 0.847 1.422 1.407
Br 0.024 -1.622 0.915
Br -1.818 0.899 -0.296
Li 1.549 -0.638 1.659

Computed properties:
* DFT total energy: -10318.92910 Eh
* net charge: -1
* HOMO level: -4.60 eV

Formula: C2H3NO3
Source: the OMol25 dataset
Level of theory: ωB97M-V/def2-TZVPD

Positions of all 9 atoms, in Å:
O -0.574 -0.927 0.068
O 2.342 0.824 -0.031
H 1.901 -1.096 -0.856
C -1.517 0.038 -0.107
H -0.273 0.836 0.548
H -2.445 -0.608 -0.409
C 1.648 -0.174 -0.025
N 0.423 -0.183 0.748
O -1.505 1.291 0.064

Computed properties:
* DFT total energy: -358.34631 Eh
* net charge: 0
* HOMO level: -10.10 eV
* SMILES: O=CNOC=O

no.,largest force on an atom (eV/Å)
1,0.50
2,5.77
3,0.78
4,8.68
5,4.99